1.
Computed, not measured: a cluster of 2 separate species, CHI2O3S in total, with wB97M-V/def2-TZVPD.

Geometry as XYZ:
```
8
Properties=species:S:1:pos:R:3:mulliken_charge:R:1
C 1.53639 -0.63024 -0.00542 -0.023
O -1.39227 -0.73532 0.57972 -0.476
O -3.04756 0.35340 -0.88650 -0.495
O 1.32107 -1.56554 -0.74134 -0.382
S -1.63921 0.13100 -0.58526 0.531
I 3.49479 0.24282 0.18888 -0.071
I -1.12470 2.56006 0.68243 -0.529
H 0.85150 -0.35618 0.76747 0.445
```

ΔE to the lowest compared entry with this formula, charge and spin: 0.0 kJ/mol
E_tot: -34234.3919 eV
Total charge: -1
Highest occupied orbital energy: -4.566 eV

---

2.
Computed, not measured: the molecule CHI2P, with wB97M-V/def2-TZVPD.

Geometry as XYZ:
```
5
Properties=species:S:1:pos:R:3:mulliken_charge:R:1
C -0.08019 -0.17691 -0.40734 -0.527
P 2.68900 1.56818 -3.24586 0.015
I -1.57685 -0.14447 -1.98726 0.020
I 2.15872 -0.11402 -1.56102 0.240
H -0.20641 0.84839 0.08619 0.252
```

ΔE to the lowest compared entry with this formula, charge and spin: 396.5 kJ/mol
E_tot: -26537.5262 eV
Total charge: 0
Highest occupied orbital energy (spin up / spin down): -8.356 / -8.330 eV

---

3.
Computed, not measured: a structure of composition CHIN2, with wB97M-V/def2-TZVPD.

Geometry as XYZ:
```
5
Properties=species:S:1:pos:R:3:mulliken_charge:R:1
C 0.17907 0.49405 -0.05929 -0.374
N 0.37210 -0.71758 0.05626 0.385
N 0.58260 -1.83051 0.00737 -0.551
I -1.97419 0.83573 0.02214 0.009
H 0.84043 1.21832 -0.02648 0.531
```

ΔE to the lowest compared entry with this formula, charge and spin: 107.4 kJ/mol
E_tot: -12131.3173 eV
Total charge: 0
Highest occupied orbital energy: -8.689 eV

---

4.
Computed, not measured: a structure of composition CHIN2, with wB97M-V/def2-TZVPD.

Geometry as XYZ:
```
5
Properties=species:S:1:pos:R:3:mulliken_charge:R:1
C 0.75563 -1.02462 0.85678 0.100
N -0.10448 -1.59793 0.20988 -0.297
N 1.41299 -0.38830 -0.24931 -0.357
I 3.18269 -1.17650 -0.38108 0.201
H 0.75726 -0.76233 1.91686 0.353
```

ΔE to the lowest compared entry with this formula, charge and spin: 293.6 kJ/mol
E_tot: -12129.3870 eV
Total charge: 0
Highest occupied orbital energy (spin up / spin down): -9.567 / -9.652 eV

---

5.
Computed, not measured: a cluster of 2 separate species, CHIOS2 in total, with wB97M-V/def2-TZVPD.

Geometry as XYZ:
```
6
Properties=species:S:1:pos:R:3:mulliken_charge:R:1
C 0.65922 0.06962 -1.28249 0.123
O -0.33302 -0.22731 -2.03116 -0.453
S 1.81065 1.39740 -1.35031 -0.087
S 2.26597 -0.63389 -1.16218 -0.093
I -0.02713 -0.49602 -4.07726 0.279
H -0.16729 -0.00428 0.37516 0.231
```

ΔE to the lowest compared entry with this formula, charge and spin: 459.9 kJ/mol
E_tot: -32866.8815 eV
Total charge: 0
Highest occupied orbital energy: -8.767 eV

---

6.
Computed, not measured: the molecule CHIS2, with wB97M-V/def2-TZVPD.

Geometry as XYZ:
```
5
Properties=species:S:1:pos:R:3:mulliken_charge:R:1
C -0.25933 -0.24391 -0.02279 -0.139
S -1.57255 -1.87105 -0.02693 -0.256
S 1.41811 -0.38738 0.05154 0.004
I -1.27214 1.56265 -0.02312 0.233
H 1.68590 0.93969 0.02132 0.158
```

ΔE to the lowest compared entry with this formula, charge and spin: 254.6 kJ/mol
Structure (SMILES): S=C(S)I
E_tot: -30821.3753 eV
Total charge: 0
Highest occupied orbital energy (spin up / spin down): -8.501 / -8.501 eV

---

7.
Computed, not measured: a cluster of 2 separate species, CHIS2 in total, with wB97M-V/def2-TZVPD.

Geometry as XYZ:
```
5
Properties=species:S:1:pos:R:3:mulliken_charge:R:1
C -0.62563 -1.67071 0.04849 0.490
S -1.09608 -1.31509 1.49772 -0.223
S -0.31464 -2.03062 -1.39376 -0.269
I 0.27936 2.30633 -0.29372 -0.092
H 1.75698 2.71010 0.14128 0.095
```

ΔE to the lowest compared entry with this formula, charge and spin: 3.4 kJ/mol
E_tot: -30823.9794 eV
Total charge: 0
Highest occupied orbital energy: -9.632 eV

---

8.
Computed, not measured: a structure of composition CHLiMnO2, with wB97M-V/def2-TZVPD.

Geometry as XYZ:
```
6
Properties=species:S:1:pos:R:3:mulliken_charge:R:1
O 1.94975 -0.75118 0.20839 -1.173
C -2.13294 1.04612 -0.27947 -0.174
O -0.87585 1.11845 -0.45387 -0.540
Mn 0.71982 0.49406 0.30941 1.044
Li 2.67463 -2.18996 -0.32699 0.865
H -2.33541 0.28251 0.54253 -0.022
```

ΔE to the lowest compared entry with this formula, charge and spin: 0.0 kJ/mol
E_tot: -36670.6091 eV
Total charge: 0
Highest occupied orbital energy (spin up / spin down): -6.387 / -6.494 eV
2S+1: 6

---

- What is the formula in the first record?
  CHI2O3S

---

- Which value of E_tot does entry 3 give?
  -12131.3173 eV